Entry from OMol25: a structure of composition CHCoF4NO3S at a distorted geometry (wB97M-V/def2-TZVPD).

Element x y z (Å)
O -0.73 1.56 0.17
H -1.47 1.82 0.73
S -0.41 -0.26 -0.45
F 1.68 -1.55 1.68
N -0.05 0.00 1.03
O -1.52 -1.09 -0.83
C 0.55 -1.67 0.98
F -0.38 -2.23 1.77
O 0.55 0.31 -1.45
F 0.84 -2.65 0.11
Co 0.30 2.19 -1.37
F 0.63 3.57 -2.35

<S²> ... 6.019
Total energy ... -2499.0224 hartree
Gap between HOMO and LUMO (spin up / spin down) ... 10.4 / 5.8 eV
Total charge ... +1
HOMO energy (spin up / spin down) ... -17.102 / -15.915 eV
Spin multiplicity ... 5